1.
{
  "formula": "C34H22BrIN4O9S2Y",
  "method": "wB97M-V/def2-TZVPD",
  "gap_ha": 0.28032,
  "homo_ev": -5.21,
  "charge": -1,
  "relative_energy_kcal_mol": 16.3,
  "symbols": ["Y", "O", "C", "C", "C", "C", "C", "C", "C", "O", "N", "N", "C", "C", "C", "C", "C", "C", "C", "O", "H", "H", "H", "H", "H", "H", "H", "H", "H", "H", "O", "S", "O", "N", "C", "O", "C", "C", "C", "C", "C", "C", "H", "H", "H", "H", "Br", "C", "C", "C", "C", "C", "C", "I", "H", "H", "H", "H", "O", "S", "O", "N", "C", "O", "C", "C", "C", "C", "C", "C", "H", "H", "H", "H"],
  "positions_angstrom": [[-0.0453, 0.0192, 0.0838], [4.5827, 0.3079, 1.1430], [4.4206, 1.0632, 2.2468], [5.5633, 1.6704, 2.7717], [5.4839, 2.4455, 3.9104], [4.2628, 2.6309, 4.5529], [3.1316, 2.0279, 4.0387], [3.1808, 1.2391, 2.8873], [1.9323, 0.6130, 2.3735], [1.9514, 0.0977, 1.1635], [0.8912, 0.6178, 3.1458], [-0.2024, 0.0407, 2.5031], [-1.2343, -0.0987, 3.2434], [-2.5046, -0.6538, 2.8256], [-3.5167, -0.7299, 3.7926], [-4.7561, -1.2642, 3.5164], [-4.9986, -1.7506, 2.2287], [-4.0264, -1.6912, 1.2563], [-2.7546, -1.1326, 1.5135], [-1.8685, -1.0975, 0.5633], [3.6774, 0.0214, 0.8639], [6.5017, 1.5159, 2.2553], [6.3802, 2.9135, 4.3001], [4.1974, 3.2447, 5.4416], [2.1690, 2.1557, 4.5149], [-1.1523, 0.2232, 4.2830], [-3.3007, -0.3518, 4.7868], [-5.5217, -1.3085, 4.2795], [-5.9647, -2.1809, 1.9894], [-4.2071, -2.0645, 0.2557], [0.6045, 4.1473, -2.2995], [-0.3036, 3.0327, -2.3526], [-0.1706, 2.1241, -3.4515], [-0.3079, 2.2388, -0.9185], [-1.4359, 2.4594, -0.2164], [-1.6081, 1.9215, 0.8848], [-2.4375, 3.2899, -0.9442], [-3.7054, 3.6552, -0.5347], [-4.4803, 4.4006, -1.4141], [-3.9906, 4.7621, -2.6675], [-2.7142, 4.3907, -3.0744], [-1.9606, 3.6511, -2.1878], [-4.0699, 3.3506, 0.4375], [-5.4804, 4.6999, -1.1277], [-4.6166, 5.3371, -3.3381], [-2.3302, 4.6611, -4.0487], [6.1673, 0.8463, -3.5202], [5.5617, -0.6032, -2.4634], [6.4552, -1.6405, -2.2336], [6.0714, -2.7246, -1.4623], [4.7955, -2.7684, -0.9217], [3.9074, -1.7319, -1.1512], [4.2802, -0.6399, -1.9252], [2.8972, 0.8879, -2.2312], [7.4468, -1.5886, -2.6615], [6.7719, -3.5308, -1.2864], [4.4802, -3.6095, -0.3189], [2.9135, -1.7827, -0.7284], [0.9060, -2.9205, -2.8844], [0.0101, -2.3938, -1.8982], [0.5355, -2.3842, -0.5227], [-0.5168, -0.9003, -2.1358], [-1.8826, -0.8478, -2.3161], [-2.5367, 0.1710, -2.3557], [-2.4857, -2.2275, -2.3378], [-3.8090, -2.5645, -2.5468], [-4.1672, -3.9022, -2.4383], [-3.2200, -4.8750, -2.1220], [-1.8892, -4.5350, -1.9153], [-1.5571, -3.2002, -2.0270], [-4.5309, -1.7906, -2.7725], [-5.1974, -4.1966, -2.5938], [-3.5257, -5.9096, -2.0349], [-1.1464, -5.2828, -1.6721]]
}



2.
{
  "formula": "C17H19N6ReSSbSe5",
  "method": "wB97M-V/def2-TZVPD",
  "gap_ha": [0.17713, 0.17725],
  "homo_ev": [-15.88, -15.88],
  "charge": 3,
  "relative_energy_kcal_mol": 156.2,
  "symbols": ["Re", "C", "C", "N", "N", "C", "N", "S", "C", "C", "C", "C", "C", "N", "H", "H", "H", "H", "H", "H", "H", "H", "H", "H", "N", "C", "C", "N", "C", "H", "H", "H", "H", "Se", "C", "C", "C", "C", "C", "C", "H", "H", "H", "H", "H", "Se", "Sb", "Se", "Se", "Se"],
  "positions_angstrom": [[1.4015, 0.0821, 0.0690], [1.1337, 0.8947, 3.8775], [1.4888, 1.0005, 2.4404], [2.3619, 0.2436, 1.8185], [3.1683, -0.6920, 2.3839], [3.7805, -1.5066, 1.5020], [4.7733, -2.3032, 1.8136], [3.1543, -1.4525, -0.1101], [1.0342, 2.1324, 1.5984], [0.3806, 3.2470, 2.0864], [0.3186, 4.3759, 1.2756], [0.9289, 4.3685, 0.0241], [1.4543, 3.1886, -0.4540], [1.4728, 2.0788, 0.3009], [1.3347, -0.0977, 4.2793], [0.0797, 1.1187, 4.0412], [1.7187, 1.6303, 4.4398], [3.3853, -0.6701, 3.3747], [5.1912, -2.3309, 2.7351], [5.1594, -2.9395, 1.1282], [-0.0523, 3.2397, 3.0766], [-0.1866, 5.2638, 1.6332], [0.9697, 5.2506, -0.5989], [1.8630, 3.0994, -1.4511], [-2.7801, 1.9545, -2.4180], [-1.7638, 2.1619, -3.3086], [-0.6171, 1.8861, -2.6255], [-0.9229, 1.5104, -1.3272], [-2.2357, 1.5575, -1.2495], [-3.7641, 2.0556, -2.6162], [-1.9151, 2.4890, -4.3229], [0.4033, 1.9284, -2.9751], [-2.8044, 1.3121, -0.3669], [-0.3979, -0.9972, 0.9583], [-1.7033, -2.2148, 0.2383], [-2.5891, -2.5583, 1.2582], [-3.5547, -3.5203, 1.0052], [-3.6269, -4.1259, -0.2424], [-2.7534, -3.7492, -1.2533], [-1.7876, -2.7811, -1.0149], [-2.5318, -2.1015, 2.2390], [-4.2373, -3.8008, 1.7956], [-4.3621, -4.8985, -0.4221], [-2.7962, -4.1985, -2.2364], [-1.1376, -2.5062, -1.8348], [-0.0743, -3.8963, -4.3504], [0.4796, -1.5752, -4.0160], [0.9723, -0.8612, -1.7703], [-1.7981, -1.6959, -4.8284], [1.9838, -0.5966, -5.5997]]
}



3.
{
  "formula": "C28H68BN4O20",
  "method": "wB97M-V/def2-TZVPD",
  "gap_ha": [0.28111, 0.05435],
  "homo_ev": [-8.48, -8.48],
  "s2": 0.754,
  "charge": 0,
  "multiplicity": 2,
  "symbols": ["O", "C", "O", "B", "O", "C", "O", "O", "C", "O", "C", "O", "O", "C", "C", "C", "O", "C", "N", "H", "H", "H", "H", "H", "H", "H", "H", "H", "H", "H", "C", "C", "C", "O", "C", "N", "H", "H", "H", "H", "H", "H", "H", "H", "H", "H", "H", "C", "C", "C", "O", "C", "N", "H", "H", "H", "H", "H", "H", "H", "H", "H", "H", "H", "C", "C", "C", "O", "C", "N", "H", "H", "H", "H", "H", "H", "H", "H", "H", "H", "H", "C", "C", "O", "O", "H", "H", "H", "H", "H", "H", "C", "C", "O", "O", "H", "H", "H", "H", "H", "H", "C", "C", "O", "O", "H", "H", "H", "H", "H", "H", "C", "C", "O", "O", "H", "H", "H", "H", "H", "H"],
  "positions_angstrom": [[-1.5916, 4.8856, -0.1658], [-1.2527, 3.8033, 0.3303], [-0.2884, 3.0405, -0.1264], [-0.1296, 1.8542, 0.7032], [-1.0401, 2.1493, 1.8348], [-1.8395, 3.1568, 1.5883], [-2.8416, 3.4926, 2.2841], [1.3043, 1.7179, 1.0688], [1.5600, 0.4243, 1.1081], [2.4384, -0.2345, 1.7000], [0.3863, -0.3733, 0.4766], [-0.5445, 0.5852, 0.1520], [0.3698, -1.5296, 0.1153], [2.4021, 1.4026, -3.4155], [2.2679, 0.0083, -4.0761], [1.1620, -0.7249, -3.2658], [1.1297, -2.0882, -3.8560], [0.1441, -2.8394, -3.1145], [2.0962, 0.1652, -5.5099], [1.5872, 2.0905, -3.6409], [3.2489, 1.8810, -3.9077], [2.4790, 1.3028, -2.3328], [3.2277, -0.5080, -4.0573], [0.2372, -0.1877, -3.4761], [1.4958, -0.6778, -2.2292], [0.3927, -3.8358, -3.4798], [-0.8822, -2.6334, -3.4184], [0.2492, -2.8157, -2.0298], [2.1844, -0.7251, -5.9786], [2.8319, 0.7364, -5.9005], [0.8664, -2.6525, 4.2063], [2.3835, -2.9226, 4.7039], [3.2630, -3.7874, 3.6135], [4.6263, -3.9339, 4.0887], [5.2487, -4.9787, 3.4317], [2.9824, -1.5530, 4.8472], [0.3211, -1.9743, 4.8626], [0.2641, -3.5602, 4.1683], [0.9345, -2.1039, 3.2669], [2.3245, -3.3522, 5.7039], [3.3548, -3.3004, 2.6426], [2.7224, -4.7151, 3.4258], [4.7453, -5.9429, 3.3619], [6.1254, -5.2764, 4.0070], [5.4680, -4.7744, 2.3837], [3.9660, -1.7574, 4.9515], [3.0715, -1.0699, 3.9647], [-1.3684, -8.3437, -0.9940], [-1.6608, -7.0191, -1.6803], [-0.9253, -5.7960, -1.1694], [-1.7411, -5.2963, -0.0600], [-1.0080, -4.7105, 1.0110], [-1.4562, -7.1177, -3.1158], [-0.8152, -8.9966, -1.6692], [-2.2614, -8.9045, -0.7181], [-0.7928, -8.2835, -0.0703], [-2.7438, -6.9279, -1.5981], [-0.9643, -4.9109, -1.8044], [0.1208, -5.9784, -0.9232], [-1.5347, -4.3221, 1.8827], [-0.4056, -3.8606, 0.6903], [-0.3167, -5.4619, 1.3925], [-0.5616, -7.5243, -3.3495], [-1.3837, -6.2392, -3.6088], [-1.2097, 9.4896, -2.2239], [-0.6142, 8.9522, -3.5529], [0.3796, 7.7658, -3.2770], [-0.3036, 6.6233, -2.8294], [0.3924, 5.3429, -2.6068], [-1.7205, 8.5555, -4.3805], [-1.8403, 10.3182, -2.5461], [-0.4099, 9.8395, -1.5712], [-1.8545, 8.7577, -1.7375], [-0.1118, 9.8073, -4.0052], [1.2000, 8.0495, -2.6179], [0.9025, 7.5926, -4.2176], [1.0478, 5.5522, -1.7614], [0.8448, 4.9365, -3.5114], [-0.3152, 4.5562, -2.3453], [-1.2963, 8.5069, -5.2958], [-2.0746, 7.6246, -4.2131], [-2.4708, -0.5325, 3.1342], [-3.2989, -0.8543, 1.8714], [-4.0188, -2.1379, 2.0113], [-3.1155, -0.8350, 4.2903], [-2.2831, 0.5409, 3.1637], [-1.4753, -0.9324, 2.9413], [-2.5948, -0.7776, 1.0429], [-4.0997, -0.1462, 1.6585], [-4.8516, -1.9848, 1.5588], [-3.2333, -1.7833, 4.1987], [-3.9517, 3.5121, -1.7756], [-4.9278, 2.9242, -2.8083], [-4.3657, 2.6385, -4.0582], [-3.4795, 4.8387, -2.1231], [-3.0658, 2.8775, -1.7998], [-4.3349, 3.4843, -0.7556], [-5.6087, 3.7753, -2.8140], [-5.4274, 1.9948, -2.5350], [-3.5367, 2.1599, -3.9853], [-2.8295, 4.9938, -1.4339], [3.3083, -3.0743, -0.8156], [4.5166, -4.0744, -0.6522], [5.7655, -3.5505, -0.7958], [2.0797, -3.7370, -0.5528], [3.4573, -2.3121, -1.5804], [3.2946, -2.5224, 0.1243], [4.3518, -4.9420, -1.2911], [4.4981, -4.6550, 0.2701], [6.2806, -3.6097, 0.0121], [1.4425, -3.0917, -0.2380], [-1.0411, 3.5295, 5.1371], [-1.6445, 2.6503, 6.3035], [-1.4549, 3.3407, 7.4925], [-1.7471, 4.6002, 4.6923], [-0.9547, 2.8082, 4.3245], [0.0167, 3.7458, 5.2868], [-0.9513, 1.8141, 6.3943], [-2.6760, 2.3260, 6.1656], [-1.7636, 4.2285, 7.2971], [-2.4591, 4.3249, 4.1102]]
}



E? In order: -5911.800677, -13710.514840, -2856.093408 Ha.